2 unconnected molecules or ions with the total composition C8H10N2O2 in a non-equilibrium geometry, computed with wB97M-V/def2-TZVPD.

Output
- total charge = -2
- HOMO energy (alpha / beta) (eV) = 1.2 / 1.7
- strongest force on any atom (hartree/bohr) = 0.0800
- LUMO (alpha / beta) (eV) = 4.5017 / 5.0674
- energy above the lowest of the compared OMol25 structures with the same formula, charge and spin (kJ/mol) = 500.21
- frontier orbital gap (alpha / beta) (eV) = 3.3 / 3.3

```
22
C8H10N2O2 | the Open Molecules 2025 dataset | wB97M-V/def2-TZVPD
C 4.73 1.67 0.02
C 1.36 0.47 -0.92
C 0.33 -0.22 -0.59
C 4.64 0.38 -0.09
C -4.21 -0.64 -0.27
C -1.24 0.12 -0.59
C -3.35 0.24 0.61
C -1.91 -0.14 0.79
N 4.96 2.81 -0.14
N 4.86 -0.85 0.23
O 5.65 -1.11 1.24
O 4.49 -1.87 -0.50
H 1.63 1.49 -1.32
H -3.78 -1.71 -0.46
H 0.30 -1.31 -0.33
H -5.21 -0.79 -0.02
H -1.54 -0.50 -1.49
H -1.50 1.11 -0.69
H -3.41 1.33 0.28
H -3.80 0.27 1.67
H -1.67 -1.14 0.97
H -1.33 0.37 1.59
```